No. 1
Formula: C16H45IN6O7P2S2
Source: OMol25
Level of theory: wB97M-V/def2-TZVPD

As for the molar mass: 686.56 g/mol. For the highest occupied orbital energy, the calculation gives -7.81 eV. The calculation puts the HOMO-LUMO gap at 7.411 eV. The max |F| is 0.1551 hartree/bohr. For the relative energy (zero: lowest compared OMol25 entry of this formula, charge and spin), the calculation gives 2.5558 eV.

CARTESIAN COORDINATES (ANGSTROEM)
C1 1.138 -1.858 5.149
S1 1.264 -0.854 3.630
O1 2.428 0.072 3.598
O2 1.458 -1.832 2.516
O3 -0.216 -0.130 3.342
S2 -0.439 1.344 4.166
O4 0.399 1.400 5.388
O5 -2.022 1.194 4.716
C2 -2.173 0.057 5.611
C3 -3.329 -0.923 5.175
C4 -3.427 -1.133 3.613
I1 -5.313 -0.242 2.952
H1 1.958 -2.602 5.260
H2 0.169 -2.427 5.083
H3 1.046 -1.233 6.078
H4 -1.230 -0.551 5.686
H5 -2.355 0.468 6.639
H6 -3.128 -1.896 5.696
H7 -4.290 -0.495 5.557
H8 -3.328 -2.199 3.295
H9 -2.636 -0.565 3.062
O6 7.270 2.142 -1.475
P1 6.053 2.138 -0.539
N1 4.893 2.201 -1.810
C5 3.790 3.125 -1.970
C6 4.788 0.998 -2.629
N2 6.357 3.713 0.108
C7 5.384 4.795 0.169
C8 7.661 4.307 -0.183
N3 4.785 1.948 0.686
C9 5.446 1.591 1.979
C10 3.751 0.915 0.517
H10 3.232 3.309 -1.046
H11 3.051 2.761 -2.687
H12 4.136 4.089 -2.355
H13 4.347 0.160 -2.070
H14 5.775 0.677 -2.969
H15 4.186 1.157 -3.523
H16 5.241 5.263 -0.809
H17 5.729 5.576 0.855
H18 4.423 4.470 0.562
H19 7.721 4.660 -1.220
H20 8.469 3.597 -0.009
H21 7.868 5.160 0.471
H22 5.974 0.637 1.897
H23 4.717 1.513 2.789
H24 6.171 2.350 2.276
H25 4.186 -0.085 0.412
H26 3.095 1.090 -0.334
H27 3.085 0.906 1.382
O7 -4.622 -2.586 -0.628
P2 -4.363 -2.647 -2.140
N4 -3.456 -1.185 -2.190
C11 -3.651 -0.041 -3.056
C12 -2.148 -1.231 -1.545
N5 -6.009 -2.366 -2.586
C13 -6.460 -1.345 -3.522
C14 -7.008 -2.462 -1.521
N6 -4.023 -2.984 -3.848
C15 -4.469 -4.380 -4.144
C16 -2.638 -2.938 -4.341
H28 -3.849 -0.306 -4.100
H29 -2.771 0.607 -3.083
H30 -4.476 0.585 -2.703
H31 -1.439 -1.862 -2.101
H32 -2.229 -1.647 -0.538
H33 -1.703 -0.242 -1.439
H34 -6.449 -0.350 -3.068
H35 -7.489 -1.547 -3.835
H36 -5.877 -1.334 -4.440
H37 -6.977 -1.587 -0.859
H38 -6.862 -3.358 -0.919
H39 -8.021 -2.536 -1.927
H40 -3.908 -5.104 -3.546
H41 -4.335 -4.626 -5.199
H42 -5.529 -4.513 -3.919
H43 -1.982 -3.623 -3.793
H44 -2.200 -1.942 -4.301
H45 -2.614 -3.210 -5.399

No. 2
Formula: C7H12OTa
Source: OMol25
Level of theory: wB97M-V/def2-TZVPD

As for the molar mass: 293.12 g/mol. Its total charge is -1. For the highest occupied orbital energy, the calculation gives -4.26 eV. The calculation puts the HOMO-LUMO gap at 7.631 eV. The max |F| is 0.0646 hartree/bohr.

CARTESIAN COORDINATES (ANGSTROEM)
O1 -0.741 1.812 -0.917
Ta1 -2.165 0.362 -1.254
C1 -1.231 -1.048 0.373
C2 0.211 -0.619 0.558
C3 0.632 0.033 1.693
C4 1.952 0.435 1.788
C5 2.804 0.165 0.763
C6 2.400 -0.486 -0.380
C7 1.090 -0.883 -0.480
H1 -1.122 2.511 -0.370
H2 -3.231 1.059 0.111
H3 -2.950 1.483 -2.527
H4 -1.057 -0.443 -2.535
H5 -3.465 -0.894 -1.611
H6 -1.203 -2.086 0.019
H7 -1.768 -0.975 1.325
H8 -0.077 0.222 2.493
H9 2.267 0.974 2.677
H10 3.845 0.480 0.834
H11 3.081 -0.703 -1.198
H12 0.731 -1.398 -1.363

No. 3
Formula: C2H3N2O
Source: OMol25
Level of theory: wB97M-V/def2-TZVPD

As for the molar mass: 71.06 g/mol. Its total charge is +1. For the highest occupied orbital energy (spin up / spin down), the calculation gives -18.04 / -16.73 eV. The calculation puts the HOMO-LUMO gap (spin up / spin down) at 9.503 / 9.556 eV. The max |F| is 0.1417 hartree/bohr. For the relative energy (zero: lowest compared OMol25 entry of this formula, charge and spin), the calculation gives 8.0021 eV.

CARTESIAN COORDINATES (ANGSTROEM)
C1 -0.299 0.073 -0.146
C2 1.070 -0.025 -0.004
N1 -2.471 1.064 0.261
N2 -1.439 0.672 0.151
O1 -1.265 -1.500 -0.640
H1 1.314 0.551 0.905
H2 1.703 0.356 -0.768
H3 1.387 -1.189 0.241

Number 1: E -88937.1213 eV. Number 2: E -11049.7044 eV. Number 3: E -7134.3802 eV.